1.
The following is a DFT calculation (the ωB97M-V functional and the def2-TZVPD basis) of a 13-piece molecular cluster, C6H39NO12 overall in a non-equilibrium geometry.

Geometry as XYZ:
```
58
Properties=species:S:1:pos:R:3:forces:R:3:lowdin_charge:R:1
H 0.12835 0.66429 4.65415 1.8 1.1 -0.7 0.08
N 0.39144 0.40674 0.10374 0.1 2.5 -1.9 0.02
H -4.67261 0.05310 1.11198 0.2 -0.7 -1.1 0.05
H 0.46726 -1.63801 -4.24346 0.0 -0.5 0.2 0.11
H 0.41085 -3.48596 -1.71000 0.2 0.4 -1.0 0.08
H -3.95419 -1.17161 -2.55920 -0.7 0.9 1.0 0.07
O -1.32547 -0.57168 3.09889 0.0 -2.6 -1.5 -0.14
H 0.15720 1.45370 -3.07117 -1.7 -1.4 -0.5 0.09
O 1.30974 -2.75978 3.79003 -0.7 1.7 1.2 -0.11
H -2.72326 0.71575 3.80276 1.0 -1.8 -0.2 -0.05
H 1.60439 2.60524 -0.44262 -2.2 3.4 -3.5 0.10
O 3.27681 -0.07426 -0.25823 -0.9 -0.4 1.5 -0.08
O -4.00330 -0.41814 0.57766 1.3 1.9 5.7 -0.06
C 0.24925 -0.63903 -2.44489 -1.5 3.0 3.0 -0.36
H 1.20939 -0.13006 -2.42792 0.9 -1.1 -0.4 0.10
H -1.58656 3.46220 -1.29769 4.4 3.2 3.3 -0.06
H 3.11452 2.39062 1.93116 3.3 -0.8 -1.1 -0.03
H 2.01923 1.98620 2.73231 -1.0 -0.4 1.0 -0.02
O 2.28562 2.68952 2.15312 -2.4 1.3 0.1 -0.02
H -0.85687 0.09903 -4.03316 -0.3 1.5 0.5 0.07
H 3.93901 -0.87601 2.09481 -0.6 0.4 0.0 0.04
O 3.33883 2.75214 -1.15004 2.0 0.5 -1.7 -0.08
H -1.85519 -1.20500 2.51394 0.1 1.6 0.9 0.06
H -1.79860 -2.03296 -1.22326 0.1 0.4 0.6 0.07
H 1.42360 0.08006 4.27893 1.2 -1.6 -0.3 -0.03
C 0.91262 -3.04944 -2.62113 1.9 -0.8 2.5 -0.17
H -1.42303 0.87069 -2.38316 0.5 -0.4 -0.9 0.05
H 2.38532 -0.46566 -0.36481 0.2 0.4 0.6 0.01
C 0.14074 -1.93004 -3.23185 -0.7 0.8 0.4 -0.27
O -2.23278 3.04062 -1.70418 -3.7 -3.9 -4.1 0.01
O -3.21026 1.45842 3.52802 -2.8 2.0 -2.2 -0.10
H 2.67460 -0.01567 2.25556 -1.9 1.3 -2.0 -0.06
O 3.29941 -0.49397 2.72243 2.4 -1.8 2.0 -0.07
H 1.06204 -3.80330 -3.32405 -0.3 -1.7 -1.2 0.03
H 3.58609 3.32424 -0.43181 0.1 -0.2 0.7 0.05
H -1.95728 -0.52256 -0.12617 -0.3 -0.9 -0.7 0.05
H 1.57078 3.35199 -1.93467 2.3 0.0 -2.0 -0.03
O -4.57489 -0.83005 -1.86080 0.4 0.6 -1.2 -0.10
C -0.58018 0.54651 -3.04279 1.0 0.1 0.1 -0.08
H 1.41615 -3.55071 3.30358 0.5 -1.3 -1.0 -0.02
H -3.73627 1.27859 2.66756 1.9 0.0 2.4 0.06
H 2.01183 -2.96049 -2.25476 -1.7 1.0 -0.6 0.10
H 0.75212 -1.49492 -0.57161 -0.5 0.3 -0.2 0.08
C -1.34558 -1.40069 -0.43038 -0.3 1.8 0.3 -0.11
H 0.51147 1.46977 -0.26826 -1.2 -3.8 0.5 0.09
H 3.08768 1.87720 -0.88533 0.4 -0.8 1.0 -0.02
H -4.43385 0.14672 -1.73032 0.2 -1.3 -0.9 0.07
H -4.25227 -0.66651 -0.24991 -1.7 -1.4 -3.5 -0.11
O 1.08053 0.93924 4.41605 -2.9 0.4 0.8 -0.08
H 2.16152 -2.30931 3.87154 0.1 -0.2 -0.4 0.00
H -0.16490 0.48215 0.96200 0.0 -0.4 -0.6 0.04
H -0.55041 -1.18427 3.09382 0.2 0.8 0.6 0.02
H -1.25310 -1.95023 0.52484 0.2 -0.2 -0.6 0.05
H -3.10656 3.22839 -1.42092 -0.6 0.7 0.8 0.02
O 1.05785 3.23264 -1.19243 -2.3 -2.4 5.8 -0.14
C -0.03212 -0.73660 -0.85138 2.2 -1.8 0.4 -0.38
H 3.53579 0.06698 -1.13690 1.1 0.0 -2.2 0.00
H -0.94255 -2.30581 -3.30961 1.3 0.9 0.0 0.13
```
Positions in Å, forces in eV/Å.

Its net charge is -1. As for the gap between HOMO and LUMO (alpha / beta): 1.96 / 8.53 eV. As for the spin multiplicity: 2. The expectation value of S² is 0.7507. For the lowest unoccupied orbital energy (alpha / beta), the calculation gives 2.3 / 2.3 eV.


2.
The following is a DFT calculation (the ωB97M-V functional and the def2-TZVPD basis) of a 14-piece molecular cluster, C56H112O28S14 overall in a non-equilibrium geometry.

Geometry as XYZ:
```
210
Properties=species:S:1:pos:R:3:forces:R:3:lowdin_charge:R:1
H -1.25616 -3.80743 -7.55064 0.1 0.1 0.2 0.11
S -4.95011 -0.36372 0.16169 -0.1 -1.0 0.6 0.87
O -2.80280 2.73250 2.17123 -1.4 0.6 -0.1 -0.37
S -1.20449 5.56385 -0.65516 0.6 2.3 -0.5 0.77
H -1.86847 7.99284 -0.67519 -0.1 -0.3 -0.1 0.10
H 6.27656 4.01004 -4.19016 -0.2 -0.1 0.2 0.09
H -1.11042 -5.24552 -6.55253 0.0 0.0 -0.2 0.12
H -0.05638 -3.33251 4.53007 0.3 -0.3 0.1 0.08
O 3.81203 -3.35362 -0.18283 0.6 3.0 0.3 -0.34
H 5.00767 4.39606 -1.36618 0.0 0.1 -0.1 0.11
O 4.63954 7.00506 -4.18734 -0.7 -1.2 -0.1 -0.35
H 1.80053 -0.91703 3.75108 -0.8 0.5 0.9 0.07
H 0.06825 -2.70750 -0.92888 0.1 0.0 0.0 0.10
H 0.05362 -7.35564 2.63924 -0.2 0.2 -0.6 0.10
H 1.21239 -1.96753 0.20743 0.1 -0.1 -0.1 0.08
H -1.27921 0.90937 1.01693 -0.2 0.1 -0.5 0.08
H -1.64868 -1.16471 -0.27354 -0.5 -0.6 0.1 0.08
C -3.88915 -2.89650 3.10667 0.6 -0.5 0.0 -0.20
H -0.03986 4.67674 5.85953 -0.3 -0.2 -0.5 0.09
H -1.74299 -4.62102 -0.50205 0.5 -0.3 0.0 0.10
O -5.77483 -0.04588 1.31759 0.9 -0.3 -1.2 -0.20
H 2.51873 -5.45298 0.22392 0.2 -0.3 -0.1 0.08
H 2.87634 3.18369 -2.00551 -0.1 0.5 0.2 0.08
O 3.56094 -3.49603 3.26999 0.2 1.2 1.4 -0.35
H 4.43212 0.01954 -1.26829 0.4 0.2 0.7 0.10
H -4.39778 1.34181 -2.60613 -0.2 -0.2 -0.3 0.12
H 1.75016 6.13270 4.57881 -0.3 -0.1 0.5 0.12
C 3.00397 4.91138 -3.38631 0.9 1.1 0.6 -0.22
H -3.81952 -5.42293 5.52654 0.5 0.6 0.4 0.10
H -2.94295 -6.46502 -0.34834 -0.6 -0.9 -0.1 0.10
C 1.08365 -7.15267 2.34608 0.6 -0.8 1.3 -0.24
H 2.94253 5.61474 -2.55588 0.1 0.3 0.1 0.09
O 0.18093 5.42914 -0.14659 -2.3 -0.5 -0.1 -0.35
H 6.30614 5.43757 -3.07933 0.3 -0.3 0.0 0.08
C 1.50100 -1.94111 3.97389 0.6 -0.8 -0.6 -0.19
C -1.87875 7.15506 -2.76932 -0.8 1.6 0.6 -0.24
H 0.51577 1.42824 -5.38720 0.2 0.2 -0.6 0.12
H -3.22849 -3.24657 -1.93716 0.1 0.3 -0.1 0.09
O -2.43589 5.35828 0.14368 2.0 -0.4 -0.8 -0.36
H -3.75298 6.01985 2.66091 -0.2 0.0 0.1 0.10
O 3.46089 -1.11070 1.01124 0.2 -0.7 -0.9 -0.36
S -2.74371 -5.45084 3.35809 -1.8 0.7 0.1 0.75
C 0.75872 4.23569 5.26300 0.7 -0.6 -0.7 -0.18
H 3.42813 2.61337 2.46350 0.2 0.1 0.1 0.08
O 1.48325 1.70243 -0.62005 -1.4 -0.1 -1.1 -0.35
C 4.16168 1.87767 2.13372 0.7 -0.7 0.4 -0.17
O 0.24689 -8.16843 0.07264 0.9 0.1 -0.2 -0.35
C -1.41979 5.88428 -3.38663 1.9 -1.9 0.8 -0.21
H -2.18006 2.52032 -4.46515 0.3 0.3 0.4 0.10
H -1.47640 -4.76988 -2.24126 0.0 0.1 -0.1 0.10
H -0.25245 7.68007 -1.37266 0.0 -0.1 0.0 0.10
H -0.56730 3.66936 2.12091 -0.1 0.2 0.0 0.05
H -4.93246 -2.78376 2.81189 0.0 -0.2 -0.3 0.10
C -6.05443 -0.47156 -1.34208 -0.8 1.4 -1.7 -0.11
H 0.51304 -0.84707 -2.55367 -0.1 -0.4 0.1 0.06
H 2.06122 -4.61977 5.15217 0.0 -0.1 0.1 0.07
S 3.13346 -2.67480 4.41694 -0.8 -1.3 -0.1 0.72
H 1.07391 -5.40372 3.50920 -0.2 0.2 -0.1 0.08
H -2.05339 5.59424 -4.22481 0.1 -0.2 0.1 0.11
H -4.99973 4.56986 5.95284 0.1 -0.7 0.1 0.11
C -3.17919 -4.02932 2.24131 -0.8 0.0 0.7 -0.20
C -0.76740 -1.16465 0.36791 -1.0 0.5 -1.5 -0.24
H 0.08283 5.92874 2.78234 -0.3 -0.3 0.1 0.10
C -0.97364 -4.16416 -6.56018 0.6 -0.6 0.6 -0.17
H 1.67766 5.57831 2.23893 -0.2 -0.4 -0.4 0.12
C 0.36419 -1.77445 -0.44936 0.9 0.9 -0.6 -0.16
H 6.58500 -2.11066 -1.88029 0.0 -0.1 0.3 0.12
O -3.25902 -6.68489 2.72781 1.5 1.7 1.1 -0.34
H 5.53055 2.88452 -2.07936 -0.3 0.0 0.0 0.09
S 1.44445 -7.56181 0.64035 0.5 0.5 0.9 0.73
C 1.48912 5.12390 4.25899 0.6 0.1 0.0 -0.24
O -2.42907 3.68010 -7.83198 -0.4 0.6 0.1 -0.34
H -6.92013 -1.10015 -1.13345 0.2 0.0 0.3 0.12
H 6.25532 -3.13459 0.60982 0.0 0.0 -0.2 0.11
H -3.23348 1.42421 -6.43381 0.1 0.5 0.3 0.11
H 6.19885 0.60632 4.63868 -0.1 0.3 0.2 0.12
H -6.90472 1.10459 -2.68331 0.2 -0.4 -0.2 0.14
C 4.99426 3.81078 -2.28562 -0.3 0.7 -1.8 -0.18
H 5.94187 -2.07188 1.92986 -0.3 0.4 0.0 0.10
H -4.96302 2.78499 -1.90072 -0.3 0.1 0.7 0.14
C 0.52555 -3.88127 -6.25489 0.1 -0.5 1.1 -0.18
C -4.68778 3.31370 4.15109 0.6 0.4 -0.5 -0.19
H 1.69435 -2.11842 6.82283 -0.7 0.3 0.1 0.11
O -3.41729 -6.95396 -3.92521 -0.8 0.5 2.0 -0.35
C -0.47629 0.30108 0.60053 0.6 -0.2 0.1 -0.17
H -2.69445 -3.10030 -6.04210 0.0 0.6 0.4 0.10
S -3.85500 3.69359 2.53293 -0.6 0.8 1.2 0.72
H -4.50919 -4.46228 -3.52763 0.4 0.1 0.1 0.08
C -2.52893 -6.40804 -1.35504 -0.8 -0.9 0.4 -0.18
H 6.81552 -0.37239 -1.91267 -0.3 0.0 -0.3 0.12
H -4.28938 1.94418 0.32866 0.0 -0.1 0.4 0.07
C -6.35365 1.02833 -1.74597 0.0 -0.4 1.4 -0.16
H -2.14958 5.41304 2.79374 0.1 -0.3 0.4 0.07
O -0.70182 2.02392 -8.60849 -1.6 1.3 2.9 -0.35
C -4.50007 -4.84390 -2.50666 0.5 -1.7 0.2 -0.17
O 5.60993 4.12369 2.08032 0.1 0.3 0.1 -0.32
H 3.80124 1.42840 1.20834 0.1 -0.1 0.1 0.07
S -1.42411 2.71988 -7.48909 2.0 -1.5 -1.6 0.72
O 4.31160 5.09435 -5.77134 -0.4 0.0 0.0 -0.34
H 1.68048 -7.77322 3.01452 0.2 -0.3 -0.3 0.11
H -5.60420 2.77206 3.91678 0.2 0.0 0.2 0.10
C -2.15617 1.51075 -6.29235 1.3 -0.6 -1.6 -0.22
S 4.39148 5.58437 -4.41842 1.4 -0.7 1.6 0.70
C 6.32985 -1.18258 -1.36877 0.3 0.9 0.0 -0.20
O 6.13946 2.36643 0.39927 0.2 0.0 -0.7 -0.34
C -1.53480 1.78075 -4.93926 -1.4 0.4 -0.2 -0.26
C -3.15595 5.27684 3.18967 -0.3 0.0 -0.7 -0.20
H 2.56863 -5.62566 2.68394 0.0 0.3 -0.8 0.11
H -2.96459 7.24888 -2.75326 -0.2 -0.4 0.3 0.12
O -1.18840 2.54250 4.48981 1.2 -0.2 -0.5 -0.37
H -3.96657 -4.40259 1.58649 0.4 -0.4 -0.1 0.08
C -0.19787 3.42434 -6.27795 -1.1 -1.7 0.1 -0.16
C 2.42960 -3.77486 5.73400 -0.9 0.8 -1.0 -0.18
C 1.49016 -5.70754 2.54872 -1.2 -0.2 0.6 -0.24
H 5.55697 2.32395 4.53414 -0.3 -0.3 0.7 0.12
H -0.35771 -1.74492 5.06598 0.2 0.2 0.7 0.11
H -2.57636 4.85311 5.21248 -0.5 -0.1 0.5 0.10
C 5.96581 -2.10944 0.84077 0.1 -0.2 -0.1 -0.21
S 0.21849 2.78895 4.16144 1.0 1.0 0.2 0.76
C -1.29535 7.36355 -1.35610 0.1 -1.8 -0.3 -0.15
H -5.53619 -4.91994 -2.17685 0.2 0.1 0.3 0.09
O -1.38181 -5.28818 3.89962 -1.7 -0.5 -0.9 -0.34
H -0.73126 4.27736 -5.85848 0.1 0.1 0.0 0.07
H -2.29763 -3.78172 1.65000 0.0 0.4 0.2 0.07
C 0.87111 -0.73090 -1.53074 -0.8 0.2 0.1 -0.16
C -4.99024 1.70372 -1.76582 0.9 -1.3 -0.1 -0.16
H -5.67362 5.28499 4.60422 0.3 0.1 -0.8 0.12
H -3.14001 1.01369 -0.70140 0.0 -0.1 0.0 0.09
S 5.72679 2.73776 1.72463 -0.4 -1.0 0.9 0.67
H 2.45083 4.63176 4.11400 0.2 0.0 0.0 0.11
C 6.86639 -1.10101 0.08224 -1.2 -1.1 0.2 -0.18
C 4.80632 -1.00274 -1.32327 -0.6 -0.6 -0.1 -0.21
H -0.54198 3.93609 -2.36244 0.4 0.6 -0.1 0.06
H -5.43896 -0.84093 -2.16237 0.3 -0.6 0.5 0.12
C 5.76420 1.38790 4.01553 0.0 0.7 -0.8 -0.21
C 0.82490 -4.97743 1.37197 1.2 -1.0 -1.3 -0.17
H -4.66229 -2.76929 5.19892 0.0 -0.2 -0.2 0.12
H -0.39791 6.01825 -3.74145 0.0 0.2 -0.4 0.11
H -1.61283 7.95757 -3.45734 0.3 0.2 0.2 0.12
H 4.77167 -0.15884 2.94268 -0.2 0.2 -0.5 0.08
C -1.28983 4.72610 -2.29385 -1.8 0.6 -0.3 -0.19
H -3.54152 6.38521 4.98296 0.5 0.0 0.2 0.12
H -7.01070 1.48165 -1.00375 0.1 0.1 0.1 0.13
H -3.40923 -1.94182 2.89137 0.1 0.1 0.3 0.09
C -4.18470 1.26362 -0.51631 0.3 1.4 -0.3 -0.07
H 4.22919 -1.41052 -2.15318 0.4 -0.4 -0.2 0.10
H 1.10093 -3.92409 1.32299 -0.1 0.0 -0.1 0.08
H 1.95707 -0.66268 -1.59504 -0.1 0.0 0.2 0.08
O 0.68571 -4.28411 -3.54764 0.6 -0.4 0.3 -0.31
H 1.09084 -3.17120 -6.85851 -0.5 0.1 0.0 0.10
C 1.47601 -5.76479 0.16369 1.1 -0.2 0.4 -0.18
S 4.28327 -1.96935 0.14687 0.0 -1.4 0.8 0.74
C 0.44291 -2.48089 4.99218 1.0 1.1 -0.4 -0.19
H 7.04321 0.87542 2.43759 -0.2 0.0 -0.7 0.08
H -2.48342 -4.31206 -4.87404 0.6 -0.5 -0.1 0.08
O 4.00352 -1.68396 5.05059 -0.7 -0.8 -0.8 -0.33
H 2.06631 5.06127 -3.92149 0.1 -0.8 -0.3 0.08
H -1.63847 0.85469 -4.37378 0.5 0.2 0.3 0.09
C 0.87463 5.18384 2.86154 0.2 -0.6 0.4 -0.21
C -2.17630 -4.98472 -1.43375 0.9 0.7 -0.6 -0.26
C 4.53012 0.85271 3.26904 -0.3 0.8 0.2 -0.21
C -3.42272 5.33366 4.72172 -0.7 0.4 -2.0 -0.18
H 7.69006 2.19690 3.24354 -0.4 0.9 -0.1 0.11
O 1.37893 -1.96666 -4.50576 -0.7 -3.1 0.3 -0.39
H 3.48474 2.80061 -3.53664 0.3 0.0 -0.3 0.11
H 3.69732 0.76467 3.96674 -0.1 0.0 -0.1 0.09
H -3.81401 -3.97948 -0.54787 -0.6 -0.6 0.0 0.08
H -1.38394 -2.42242 -3.48075 -0.3 -0.5 -0.1 0.08
C 5.72498 4.59507 -3.45423 -1.5 1.0 0.4 -0.16
H 1.20654 -2.32405 2.99677 0.5 -0.3 -0.1 0.07
O -3.99346 -1.48242 0.14201 -1.3 1.8 -0.1 -0.23
C -0.12118 2.28637 -5.17273 0.4 1.1 -0.2 -0.19
C 0.44054 3.73460 2.53089 -1.2 0.0 0.3 -0.18
H 0.30690 2.75874 -4.28858 -0.1 -0.2 0.2 0.09
H -1.70783 -7.12133 -1.42655 -0.3 -0.1 -0.4 0.11
O 1.21852 1.69761 4.16549 -1.6 1.3 0.2 -0.36
C 3.51879 3.59060 -2.78640 0.1 -0.5 -0.4 -0.21
H -1.02568 -1.65960 -5.02913 0.1 0.1 0.1 0.08
H -0.25469 -5.12717 1.35963 -0.1 0.1 0.3 0.08
H 1.51401 3.84840 5.94684 -0.2 -0.3 0.1 0.10
C -1.91427 -3.58950 -5.45892 -0.3 0.8 0.5 -0.18
H 3.20928 -4.13314 6.40619 -0.2 0.5 0.2 0.11
C -3.97906 -4.82724 4.62777 0.3 -0.5 -0.1 -0.20
S -3.94097 -6.64150 -2.58089 -0.3 -0.6 0.3 0.77
H -2.90817 -2.98032 5.00964 0.0 0.0 0.3 0.10
H 0.54386 -3.52882 6.88835 0.2 0.1 0.2 0.11
H -4.95711 -5.20128 4.32509 0.0 0.2 -0.6 0.10
O -4.95195 3.97477 1.59293 1.1 -0.6 0.2 -0.36
S 0.58479 -3.25120 -4.53346 -0.3 4.3 -1.2 0.71
H 0.71391 3.73821 -6.78612 -0.1 -0.3 0.1 0.11
H 1.04214 3.16730 1.82071 0.5 0.0 0.5 0.09
S 0.29678 0.94362 -1.04007 0.9 -0.9 3.2 0.76
H 6.75047 -0.08934 0.47105 0.0 0.0 -0.1 0.08
C -3.88484 -3.27048 4.62231 1.1 -1.2 -0.9 -0.18
C -4.81921 4.66796 4.88237 0.9 -0.6 0.7 -0.20
C 1.20071 -2.91740 6.26962 1.1 -0.9 -0.7 -0.17
H 1.24829 -5.70028 -0.90031 -0.8 0.3 0.2 0.09
H -2.24296 4.20310 -2.37209 -0.1 -0.1 0.6 0.08
H -0.96125 -1.69610 1.29962 0.0 0.0 -0.1 0.11
O -5.01310 -7.43071 -1.94560 1.7 0.9 -1.2 -0.35
C -1.11055 -2.61834 -4.51756 -0.1 -0.5 -1.6 -0.22
H 0.23009 0.20393 1.42496 1.0 1.1 -0.4 0.10
C 6.72852 1.80495 2.91198 0.5 -1.1 0.1 -0.23
O -0.72522 1.50985 -1.93136 0.8 -0.6 0.7 -0.35
H -1.71202 0.58053 -6.64665 -0.1 -0.2 -0.2 0.09
C -3.46863 -4.23649 -1.54925 -0.8 2.4 -0.7 -0.25
H 1.10679 -4.80127 -6.19287 0.0 -0.1 -0.2 0.10
H -3.91745 2.73022 4.65533 -0.3 -0.4 0.2 0.09
O 2.77739 -8.19720 0.60632 -2.1 1.0 -0.5 -0.33
H 7.90716 -1.40808 0.18525 0.0 0.1 -0.2 0.12
```
Positions in Å, forces in eV/Å.

Its net charge is +1. As for the gap between HOMO and LUMO (alpha / beta): 8.35 / 1.75 eV. As for the spin multiplicity: 2. The expectation value of S² is 0.7578. For the lowest unoccupied orbital energy (alpha / beta), the calculation gives -3.0 / -9.6 eV.


Q: Which DFT total energy values were calculated for the entries above? A: -1209.44290 -9881.62797, in Eh.
Q: Which M values were calculated for the entries above? A: 317.4 1682.4, in g mol⁻¹.